Computed, not measured: one molecule with the formula C19H20N2O2, with ωB97M-V/def2-TZVPD.

```
43
Properties=species:S:1:pos:R:3:lowdin_charge:R:1
H 1.865 -2.176 0.392 0.145
C -0.047 -1.719 0.543 -0.533
O -6.631 1.201 -0.309 0.085
C -2.899 -1.574 1.489 0.002
H 2.857 -0.333 -2.669 0.123
H 0.590 1.174 0.899 0.107
H 2.207 -1.947 -2.351 0.119
H -6.097 -0.461 1.382 0.115
H 5.484 1.558 1.091 0.113
H -4.093 2.565 -1.401 0.085
O -0.215 -2.559 1.402 0.065
H 5.018 0.408 -1.603 0.127
C -3.196 0.058 -0.257 0.026
C -5.466 1.109 -0.627 -0.404
C 3.834 0.585 0.148 -0.171
H -2.258 -2.254 2.024 0.100
C 3.626 2.253 1.882 -0.081
C -5.053 -0.572 1.130 -0.023
C 2.447 0.483 0.089 -0.121
H -5.686 2.552 -2.180 0.083
H -4.510 1.275 -2.540 0.086
H 5.638 -0.492 -0.222 0.118
C -4.539 0.190 0.080 -0.160
C 4.027 -1.471 -1.280 -0.186
C 2.246 2.144 1.828 -0.078
H 4.652 -1.960 -2.029 0.114
H -2.773 0.636 -1.066 0.108
C -4.898 1.929 -1.763 -0.019
N -1.034 -0.892 0.056 0.136
C 4.724 -0.222 -0.756 -0.146
H 1.625 2.742 2.478 0.103
C -2.371 -0.822 0.441 -0.209
C 1.667 1.264 0.936 -0.028
N 1.177 -1.583 -0.051 0.118
H 3.875 -2.179 -0.463 0.112
C 2.689 -1.081 -1.893 -0.140
C 1.749 -0.497 -0.834 -0.265
H 4.090 2.938 2.576 0.103
H -4.637 -2.029 2.635 0.108
H 0.937 0.027 -1.351 0.139
C 4.407 1.478 1.048 -0.039
C -4.235 -1.442 1.823 -0.057
H -0.794 -0.302 -0.727 0.120
```

Values from the calculation:
Total charge: 0
Calculated total energy, eV: -27104.2922
Spin multiplicity: 1
HOMO-LUMO gap, eV: 8.90
E_LUMO, eV: 0.38